# 1
This record from the Open Molecules 2025 dataset describes a cluster of 4 separate species, C34H64Cl3FN2O15P3S in total in a non-equilibrium geometry. The level of theory is ωB97M-V with the def2-TZVPD basis set.

Element x y z (Å)
Cl 9.92 -0.47 0.16
Cl 1.22 -0.33 3.31
Cl 3.47 3.18 4.26
S -0.10 -0.34 -0.05
P -5.61 -3.18 -1.48
P 1.99 2.77 -8.57
P -3.30 1.01 7.01
F 5.31 0.15 2.59
O -7.27 -3.03 -1.75
O -2.66 1.67 8.39
O -2.10 1.28 6.11
O 1.91 1.67 -7.28
O -4.09 -3.15 -1.35
O -4.76 0.76 7.83
O -5.92 -3.68 0.07
O 2.93 1.68 -9.40
O -2.95 -0.60 7.21
O 1.72 3.26 -2.57
O 4.74 -0.60 -3.26
O 5.96 1.28 -2.99
O 1.87 3.73 -9.74
O 3.13 3.63 -7.73
O -5.64 -4.61 -2.31
N 3.15 0.69 1.60
N 2.17 0.94 -2.14
C -2.71 3.09 8.52
C -0.64 -1.20 6.80
C -3.66 -6.01 -2.02
C -4.00 -0.43 9.91
C 9.04 1.15 0.24
C 2.67 4.73 -6.95
C 2.89 0.64 -7.07
C 4.33 1.10 -6.92
C 0.76 2.52 4.03
C 6.77 -0.14 0.08
C 4.44 0.40 -1.11
C 2.98 0.74 -0.95
C 5.21 0.20 0.17
C 4.51 0.36 1.48
C 0.84 1.22 0.46
C -2.07 -1.28 6.32
C 2.38 0.87 0.43
C 2.14 2.39 3.26
C 1.84 4.28 -5.76
C 7.66 0.88 0.95
C 2.58 0.86 2.97
C 2.11 2.17 -2.43
C 0.96 -1.82 0.18
C 4.11 2.59 -11.32
C -4.47 -5.12 -2.95
C 2.99 1.69 -10.82
C -5.89 -2.69 1.09
C 0.13 -3.14 0.54
C -8.13 -5.26 -0.98
C -4.13 3.60 8.69
C -7.04 -1.70 0.96
C 5.06 0.31 -2.55
C -8.13 -4.15 -2.02
C -4.97 -0.33 8.74
H 2.14 2.89 2.25
H -3.53 -5.56 -1.03
H -8.41 -4.87 0.00
H 0.45 1.48 1.47
H -4.01 0.49 10.50
H -2.12 3.35 9.40
H -6.94 -1.10 0.05
H -4.93 -2.17 1.07
H 4.02 2.76 -12.39
H 0.91 3.82 -6.09
H 4.43 1.82 -6.10
H -5.97 -0.18 9.15
H 2.38 3.54 -5.17
H -2.39 -2.33 6.29
H 2.03 1.96 -11.26
H -4.13 4.67 8.90
H 3.34 0.64 3.78
H 0.80 -4.05 0.41
H 2.60 0.14 -6.14
H -2.23 3.55 7.65
H 3.56 5.27 -6.60
H 7.10 1.86 1.13
H 1.75 -1.73 0.98
H 2.10 5.42 -7.58
H 9.67 1.87 0.85
H 7.11 0.01 -0.99
H -0.35 -0.20 7.11
H 0.58 1.99 -0.34
H 0.05 -1.54 6.02
H -7.90 -4.55 -3.01
H 1.59 5.13 -5.12
H -4.72 3.43 7.79
H -4.63 3.09 9.52
H -9.14 -3.75 -2.08
H 2.80 -0.11 -7.85
H -5.97 -3.22 2.05
H 4.98 0.25 -6.71
H 0.70 1.86 4.94
H -7.16 -5.74 -0.87
H -4.81 -5.72 -3.81
H -2.18 -0.91 5.30
H 7.87 0.38 1.95
H 6.94 -1.22 0.37
H 1.46 -2.03 -0.82
H -8.00 -2.22 0.91
H 0.70 3.59 4.42
H -0.20 -3.16 1.62
H -4.29 -1.26 10.56
H -3.87 -4.31 -3.37
H 3.19 0.66 -11.14
H -4.18 -6.96 -1.85
H 6.22 1.80 -2.21
H 8.93 1.49 -0.82
H 5.08 2.14 -11.12
H 4.12 3.56 -10.82
H -2.68 -6.22 -2.44
H -0.11 2.37 3.33
H -2.98 -0.60 9.59
H -0.78 -3.25 -0.14
H 4.71 1.59 -7.81
H -8.85 -6.04 -1.26
H -5.01 -1.26 8.18
H -0.49 -1.84 7.68
H -7.06 -1.02 1.82

Calculated values
Kohn-Sham gap = 6.30 eV
highest occupied orbital energy = -11.32 eV
LUMO = -0.1845 hartree
charge = +1
ΔE to the lowest compared entry with this formula, charge and spin = 0.000 eV

Atomic partial charges in e from the Löwdin method, atoms 1 to 2: 0.523, 0.718

# 2
This record from the Open Molecules 2025 dataset describes a cluster of 5 separate species, C34H65I2N5OP in total in a non-equilibrium geometry. The level of theory is ωB97M-V with the def2-TZVPD basis set.

Element x y z (Å)
I -6.63 -2.40 -3.33
I -1.69 -0.76 -3.43
P -4.82 0.31 -2.24
O -3.40 -1.02 -0.24
N 8.09 -2.06 -1.07
N 2.00 0.19 5.70
N 5.92 1.86 -0.86
N 0.29 -6.54 3.74
N -4.15 1.53 -3.32
C 1.43 2.07 -1.72
C 3.14 -3.00 4.88
C -2.74 5.03 -1.87
C -5.92 4.59 -2.20
C 3.80 -1.74 5.44
C 5.75 1.82 1.80
C 1.21 1.14 -0.44
C 8.34 -1.90 -2.20
C -3.57 -1.86 -3.70
C -2.75 -0.81 1.05
C 2.04 -3.54 5.79
C -3.97 0.25 -0.56
C -0.83 4.78 -3.63
C 8.31 -0.26 -4.05
C -6.70 2.22 -1.21
C 0.38 3.80 -3.30
C 0.40 -7.53 6.20
C -4.73 -1.33 -3.16
C 0.37 3.28 -1.79
C 5.96 0.40 2.32
C 5.84 1.84 0.31
C -3.74 4.24 -0.91
C 2.79 -0.65 5.58
C -5.20 4.91 -0.82
C -1.94 -6.69 6.73
C -1.00 -7.89 6.68
C 8.66 -1.69 -3.64
C -2.24 4.17 -3.12
C -7.04 3.47 -2.14
C -3.44 -3.20 -4.51
C 6.83 0.07 -3.87
C 0.34 -6.97 4.81
C 4.92 -0.58 1.80
C -6.63 0.82 -1.99
H 6.53 0.00 -2.82
H -1.87 5.48 -1.31
H -3.33 5.90 -2.33
H 6.20 -0.61 -4.45
H -2.17 0.16 1.08
H -1.43 -8.66 6.03
H -0.87 4.99 -4.75
H -5.70 4.38 0.05
H 0.44 2.93 -4.03
H 1.22 -2.83 5.91
H 1.04 -8.42 6.20
H -6.44 5.55 -2.52
H -3.07 -2.92 -5.55
H 2.43 -3.77 6.79
H -4.41 1.18 -4.26
H -7.20 0.01 -1.41
H -3.80 3.16 -1.29
H -5.13 4.41 -3.01
H 3.91 -0.26 2.08
H 6.52 2.49 2.21
H 3.90 -3.78 4.75
H 8.58 -0.11 -5.10
H -4.71 2.38 -3.22
H 8.09 -2.41 -4.24
H 1.34 4.39 -3.44
H -5.75 2.31 -0.61
H 1.61 -4.46 5.37
H -2.11 3.07 -2.90
H -0.61 2.84 -1.46
H -3.24 4.18 0.10
H 4.96 -0.67 0.71
H 5.08 -1.57 2.21
H -7.15 3.06 -3.20
H 8.91 0.45 -3.47
H -0.70 5.79 -3.11
H 0.93 0.11 -0.83
H 1.29 1.44 -2.65
H -2.64 -3.88 -4.09
H 4.26 -1.94 6.41
H -4.76 0.46 0.24
H 0.86 -6.79 6.86
H 9.72 -1.88 -3.80
H -4.41 -3.76 -4.65
H 6.95 0.04 2.03
H 4.59 -1.40 4.76
H -3.25 1.12 -0.51
H 6.62 1.09 -4.20
H -1.55 -5.91 7.39
H -2.92 -6.99 7.11
H 2.71 -2.80 3.90
H 5.93 0.41 3.41
H -7.17 0.91 -2.98
H -2.00 -1.64 1.23
H 4.77 2.20 2.10
H -0.93 -8.33 7.68
H -3.51 -0.78 1.90
H -8.04 3.95 -1.92
H 2.49 2.47 -1.74
H -2.09 -6.26 5.74
H -5.05 6.01 -0.61
H 0.38 1.54 0.22
H -7.57 2.12 -0.48
H 0.65 4.10 -1.07
H -2.93 4.25 -4.02
H 2.18 1.03 0.15

Calculated values
Kohn-Sham gap = 8.73 eV
highest occupied orbital energy = -12.09 eV
LUMO = -0.1233 hartree
charge = +1

Atomic partial charges in e from the Löwdin method, atoms 1 to 2: 0.892, 0.898